# 1
DFT (ωB97M-V/def2-TZVPD) results for a 18-piece molecular cluster, C80H210N14O24 overall.

Positions of all 328 atoms, in Å:
C -4.9301 11.5489 -33.8038
C -3.8678 10.9065 -34.6951
C -3.0000 9.8762 -33.9294
O -4.5589 10.2073 -35.7232
H -5.5921 12.0401 -34.5169
H -4.5655 12.2283 -33.0334
H -5.6037 10.8321 -33.3342
H -3.3637 11.6895 -35.2616
H -2.1665 9.4908 -34.5166
H -3.5102 8.9629 -33.6233
H -2.5562 10.3388 -33.0478
H -5.2348 10.7694 -36.1090
C -7.6350 7.9690 -34.9248
C -6.2090 7.5742 -34.3799
C -6.2710 6.2031 -33.8022
O -5.2691 7.6245 -35.4183
H -8.3036 8.2042 -34.0968
H -8.0088 7.2101 -35.6123
H -7.5333 8.9587 -35.3700
H -5.9539 8.2062 -33.5292
H -6.9819 6.0008 -33.0010
H -5.2935 5.9831 -33.3731
H -6.4074 5.4816 -34.6077
H -4.9964 8.5247 -35.6102
C 4.8631 17.0925 -25.8694
C 4.5266 16.1160 -26.9562
C 5.6223 15.0599 -27.1084
O 3.4082 15.5021 -26.4511
H 4.0190 17.7424 -25.6384
H 5.7168 17.6488 -26.2564
H 5.1538 16.4655 -25.0265
H 4.1878 16.5947 -27.8750
H 5.6465 14.4216 -26.2252
H 6.5995 15.5376 -27.1798
H 5.5085 14.4232 -27.9857
H 2.6428 16.0734 -26.3549
C -4.9675 7.9218 -26.3119
C -4.5272 6.7379 -25.4778
C -4.7916 6.9445 -24.0112
O -5.2872 5.6238 -25.9104
H -5.3878 7.5496 -27.2463
H -4.2018 8.6759 -26.4936
H -5.8268 8.3929 -25.8348
H -3.4667 6.5485 -25.6435
H -5.8549 6.9043 -23.7751
H -4.5795 8.0061 -23.8847
H -4.2999 6.2634 -23.3166
H -5.1532 4.9350 -25.2553
C 10.6188 19.3838 -36.4504
O 9.7748 18.2617 -36.7262
C 9.4745 17.5254 -35.5819
C 8.5151 16.3916 -35.9031
N 8.0025 15.7390 -34.7223
C 7.0886 14.6300 -35.0320
C 6.3373 14.1988 -33.7472
O 5.7263 15.3776 -33.2912
C 4.9852 15.2918 -32.0876
H 11.5481 19.0765 -35.9708
H 10.1044 19.9681 -35.6876
H 10.7741 19.9550 -37.3657
H 9.0978 18.2246 -34.8353
H 10.4283 17.1627 -35.1986
H 8.9510 15.5719 -36.4743
H 7.6727 16.7877 -36.4701
H 7.5424 16.4494 -34.1713
H 7.5554 13.7593 -35.4926
H 6.3874 14.9344 -35.8089
H 7.0424 13.7253 -33.0641
H 5.5847 13.4568 -34.0139
H 4.9445 16.2852 -31.6410
H 5.4256 14.6718 -31.3067
H 3.9907 14.9520 -32.3769
C -1.5095 3.8273 -29.2322
O -1.0313 4.7092 -30.2740
C -0.9595 4.1382 -31.5289
C -0.7547 5.1745 -32.6651
N 0.6319 5.6225 -32.5943
C 1.0676 6.6094 -33.6731
C 0.8160 8.0831 -33.2195
O 1.2525 9.0268 -34.2672
C 1.1488 10.4393 -34.0885
H -2.4851 3.4204 -29.4980
H -1.6330 4.3409 -28.2787
H -0.7782 3.0246 -29.1370
H -1.8985 3.6421 -31.7742
H -0.2569 3.3049 -31.5276
H -1.4004 6.0401 -32.5168
H -0.8791 4.6504 -33.6126
H 0.9246 6.0788 -31.7420
H 0.3617 6.3254 -34.4537
H 2.0731 6.4465 -34.0609
H 1.3580 8.3254 -32.3054
H -0.2385 8.2573 -33.0055
H 1.4001 10.6779 -33.0551
H 0.1171 10.7467 -34.2594
H 1.7890 10.9816 -34.7843
C 2.9733 13.1338 -23.5188
O 1.6559 13.3651 -23.0827
C 0.8854 14.3843 -23.7595
C 0.4125 13.9326 -25.1401
N -0.4659 15.0042 -25.5493
C -0.9764 14.9325 -26.9509
C -1.8170 13.7487 -27.3018
O -3.1248 13.8787 -26.8104
C -4.1487 13.0528 -27.4125
H 3.6531 13.9820 -23.4377
H 2.8955 12.7449 -24.5341
H 3.4784 12.4428 -22.8439
H 1.4610 15.3097 -23.7777
H 0.0136 14.5628 -23.1301
H -0.1159 12.9832 -25.0533
H 1.3082 13.7617 -25.7373
H -1.2633 14.9871 -24.9297
H -0.1280 15.0631 -27.6227
H -1.5744 15.8007 -27.2281
H -1.4537 12.7689 -26.9919
H -1.8434 13.6461 -28.3866
H -3.9291 12.0033 -27.2163
H -4.2121 13.1836 -28.4927
H -5.1252 13.3472 -27.0278
C 2.1221 17.2110 -31.3629
O 2.0472 15.7853 -31.2520
C 2.0771 15.2205 -29.9298
C 2.1560 13.7107 -29.9649
N 0.8301 13.1303 -30.1474
C 0.8382 11.6836 -30.2296
C -0.5731 11.1412 -30.7028
O -1.3912 10.9413 -29.4827
C -2.7605 10.9437 -29.8571
H 1.2179 17.6734 -30.9670
H 2.4653 17.5149 -32.3518
H 2.8920 17.6206 -30.7090
H 1.2234 15.5291 -29.3264
H 2.9560 15.6055 -29.4126
H 2.5313 13.2995 -29.0278
H 2.8500 13.4260 -30.7558
H 0.5753 13.4198 -31.0809
H 0.9577 11.2538 -29.2350
H 1.6594 11.3266 -30.8511
H -0.4548 10.2599 -31.3332
H -1.0192 11.9233 -31.3171
H -2.9845 11.9421 -30.2327
H -3.4519 10.5603 -29.1067
H -2.8237 10.2555 -30.7000
C 4.7761 9.2870 -31.8716
O 4.1273 8.4817 -30.9311
C 3.8850 7.1018 -31.3058
C 3.2365 6.3943 -30.0914
N 1.9598 6.9309 -29.8124
C 1.2009 6.4263 -28.6912
C -0.1303 7.2113 -28.4724
O 0.2378 8.2638 -27.6175
C -0.7369 8.9714 -26.8493
H 5.8184 8.9697 -31.9049
H 4.7465 10.2981 -31.4655
H 4.2994 9.1823 -32.8462
H 4.7965 6.5323 -31.4876
H 3.2410 6.9706 -32.1753
H 3.9132 6.4279 -29.2375
H 3.1593 5.3322 -30.3236
H 1.9822 7.9194 -29.6066
H 1.8373 6.4966 -27.8090
H 1.0410 5.3548 -28.8109
H -0.8857 6.5734 -28.0134
H -0.6540 7.6238 -29.3346
H -0.2589 9.8888 -26.5059
H -1.1429 8.3916 -26.0204
H -1.4719 9.3511 -27.5591
C -6.5683 13.0309 -30.2526
O -6.5444 11.6348 -29.9269
C -7.1983 11.2894 -28.7215
C -7.1166 9.7323 -28.4509
N -7.6712 8.7754 -29.3901
C -7.0468 8.8345 -30.6726
C -5.5131 8.5183 -30.7141
O -5.3928 7.1049 -30.5755
C -4.0409 6.5698 -30.5249
H -5.9814 13.0489 -31.1710
H -6.0133 13.6858 -29.5809
H -7.4648 13.5992 -30.5004
H -8.2396 11.6069 -28.7752
H -6.7978 11.8933 -27.9073
H -7.6451 9.5564 -27.5139
H -6.0941 9.4856 -28.1652
H -7.4748 7.8685 -28.9913
H -7.3562 9.7028 -31.2544
H -7.5496 8.0399 -31.2237
H -4.9638 9.0052 -29.9084
H -4.9455 8.8618 -31.5789
H -4.0216 5.4816 -30.5844
H -3.4966 6.8993 -29.6399
H -3.4076 6.9215 -31.3393
C -3.5964 11.1661 -24.2492
C -4.7850 11.7405 -23.5466
C -5.8518 10.7044 -23.0380
O -6.4849 10.0840 -24.1594
C -7.5575 9.2557 -23.7327
N -4.2070 12.4852 -22.3917
H -2.9028 11.9504 -24.5523
H -3.8549 10.7557 -25.2253
H -3.0331 10.4250 -23.6820
H -5.3062 12.3989 -24.2415
H -6.5232 11.2689 -22.3910
H -5.3651 9.9464 -22.4241
H -7.6690 8.4361 -24.4426
H -8.5430 9.6920 -23.5702
H -7.3466 8.7186 -22.8080
H -4.8769 12.7368 -21.6789
H -3.6080 11.8481 -21.8862
C -0.1126 18.8694 -27.0696
C 1.1705 17.9871 -27.2439
C 2.3195 18.9560 -27.6468
O 2.0262 19.6450 -28.8606
C 3.1832 20.3526 -29.4106
N 1.4068 17.3029 -26.0073
H -0.0087 19.7007 -26.3722
H -0.9861 18.4209 -26.5963
H -0.4295 19.3813 -27.9783
H 1.0257 17.2655 -28.0479
H 3.2859 18.4617 -27.7454
H 2.4435 19.6061 -26.7807
H 4.0062 19.7164 -29.7362
H 3.6030 21.0191 -28.6572
H 3.0411 21.0317 -30.2513
H 1.2876 17.9649 -25.2539
H 0.7040 16.5981 -25.8354
C -2.1051 13.8845 -33.3712
C -1.0734 14.8012 -32.7512
C -1.3927 15.5168 -31.3826
O -2.4619 16.4666 -31.6152
C -2.6800 17.2149 -30.4696
N 0.2411 14.2179 -32.7601
H -3.0625 14.3478 -33.6092
H -2.4685 13.0518 -32.7689
H -1.6962 13.4425 -34.2798
H -0.9466 15.6641 -33.4050
H -0.4958 16.0018 -30.9972
H -1.5239 14.7453 -30.6239
H -1.8242 17.7578 -30.0685
H -3.1837 16.6882 -29.6590
H -3.4083 17.9946 -30.6928
H 0.5626 14.2215 -33.7176
H 0.8064 14.8823 -32.2513
C -0.3304 13.0345 -36.8371
C -0.2659 14.5119 -37.0882
C 1.1181 15.1416 -36.8773
O 1.4695 15.1606 -35.4439
C 2.7043 15.5930 -35.1125
N -0.7733 14.7634 -38.4507
H 0.3266 12.4318 -37.4642
H -1.3681 12.7033 -36.8779
H 0.0011 12.8560 -35.8142
H -0.9408 14.9999 -36.3851
H 1.0958 16.1826 -37.1999
H 1.8511 14.5850 -37.4612
H 2.9727 16.5536 -35.5522
H 3.4144 14.8110 -35.3816
H 2.7644 15.6057 -34.0243
H -1.7784 14.8618 -38.4333
H -0.4581 15.6508 -38.8158
C 6.5343 18.3772 -29.2073
C 7.2278 19.6043 -29.7223
C 8.1362 20.4790 -28.8244
O 8.3228 21.7946 -29.3187
C 8.9707 22.6085 -28.3861
N 7.9483 19.1903 -30.8700
H 5.7099 18.6612 -28.5533
H 7.2060 17.6802 -28.7061
H 6.0435 17.8643 -30.0345
H 6.4856 20.2779 -30.1507
H 9.1207 20.0403 -28.6619
H 7.7258 20.5943 -27.8212
H 8.1737 22.9231 -27.7124
H 9.3851 23.4195 -28.9849
H 9.7642 22.0968 -27.8415
H 8.6162 18.5200 -30.5171
H 8.5200 19.9844 -31.1203
C 4.5439 10.3244 -26.3873
C 4.7353 10.1802 -27.8689
C 6.1567 10.6423 -28.4017
O 6.2874 12.0796 -28.3857
C 7.4955 12.7167 -28.8274
N 4.5476 8.8104 -28.1452
H 3.6014 9.8827 -26.0635
H 4.5589 11.3574 -26.0398
H 5.4167 9.8316 -25.9590
H 3.9144 10.7186 -28.3425
H 6.3878 10.2097 -29.3751
H 6.9430 10.3287 -27.7151
H 8.3751 12.6007 -28.1941
H 7.4306 13.8047 -28.8347
H 7.8225 12.4033 -29.8189
H 3.6630 8.4985 -27.7706
H 4.3849 8.7143 -29.1374
C -0.6827 19.2594 -35.1957
C -1.3297 18.7292 -33.9103
C -1.9894 19.8236 -33.0314
O -1.1444 20.8746 -32.5671
C -0.3395 20.3390 -31.5240
N -2.1806 17.7005 -34.2572
H 0.1209 19.9875 -35.0858
H -1.4506 19.8192 -35.7295
H -0.2914 18.4789 -35.8483
H -0.5383 18.2405 -33.3420
H -2.4937 19.3177 -32.2081
H -2.8004 20.2020 -33.6536
H -0.8895 19.8845 -30.7000
H 0.2264 21.2114 -31.1973
H 0.3543 19.6057 -31.9351
H -3.0336 18.1550 -34.5503
H -2.4434 17.3028 -33.3667
C 5.3040 18.2417 -35.1614
C 5.7729 19.0339 -33.9864
C 4.7200 19.6933 -33.1087
O 3.9349 20.5378 -33.9147
C 2.7395 21.1199 -33.3285
N 6.6414 18.0744 -33.2524
H 4.7377 17.3561 -34.8729
H 6.1883 17.9457 -35.7257
H 4.7102 18.8683 -35.8269
H 6.3587 19.9060 -34.2766
H 5.1856 20.1504 -32.2356
H 3.9965 18.9915 -32.6939
H 2.7973 21.5050 -32.3105
H 2.0015 20.3213 -33.2535
H 2.2674 21.8561 -33.9791
H 6.0862 17.2537 -33.0564
H 7.0476 18.4464 -32.4058

Atoms 1-3, force components in eV/Å:
-0.4 -0.1 -0.4
-0.6 -0.7 0.8
0.6 0.5 -0.6

Computed properties:
net charge = 0
E = -156350.2243 eV
frontier orbital gap = 8.6 eV
HOMO = -8.2 eV
max |F| = 0.079 Eh/bohr
LUMO = 0.0162 Ha

=====

# 2
DFT (ωB97M-V/def2-TZVPD) results for C29H29F5MoN2O3PTe as an isolated structure.

Positions of all 71 atoms, in Å:
Mo -0.5341 -0.1589 -0.4090
C 1.2455 0.3088 6.7218
C 0.5548 -0.8709 6.4952
C 0.1115 -1.1933 5.2156
C 0.3717 -0.3356 4.1537
C 1.0438 0.8663 4.3928
C 1.4856 1.1832 5.6667
P -0.0627 -0.7195 2.4216
C -0.9561 -2.3059 2.4836
C -2.2527 -2.3107 3.0015
C -3.0356 -3.4512 2.9164
C -2.5382 -4.5876 2.2885
C -1.2504 -4.5878 1.7743
C -0.4543 -3.4560 1.8838
C 1.5397 -1.0384 1.6542
C 2.6503 -1.6250 2.2549
C 3.8253 -1.7319 1.5281
C 3.8700 -1.2283 0.2287
C 2.7492 -0.6468 -0.3461
C 1.5456 -0.5366 0.3544
H 1.6013 0.5472 7.7163
H 0.3676 -1.5564 7.3125
H -0.4170 -2.1213 5.0451
H 1.2355 1.5454 3.5692
H 2.0217 2.1082 5.8367
H -2.6577 -1.4164 3.4655
H -4.0442 -3.4411 3.3099
H -3.1648 -5.4637 2.1786
H -0.8564 -5.4577 1.2655
H 0.5460 -3.4716 1.4663
H 2.5961 -2.0024 3.2712
H 4.7006 -2.1941 1.9670
H 4.7898 -1.2919 -0.3414
H 2.8491 -0.2619 -1.3577
N 0.1473 0.0435 -2.4425
C -0.0051 1.3547 -3.1112
C 0.9031 2.4178 -2.5067
C 0.6123 2.7587 -1.0604
O 0.8462 3.8501 -0.5895
O 0.1027 1.7605 -0.3958
H 1.0877 -0.3299 -2.5496
H -0.4709 -0.6656 -2.8824
H -1.0522 1.6440 -3.0320
H 0.2321 1.2440 -4.1703
H 0.8459 3.3371 -3.0886
H 1.9420 2.0703 -2.5436
F -3.0448 -2.7906 -1.0341
Te -1.2276 -3.4479 -2.0066
F -1.3261 -4.2406 -3.7823
F 0.4059 -2.6898 -2.7600
F -1.7800 -1.8081 -3.0100
F 0.2597 -4.5390 -1.1553
O -0.6100 -1.8676 -0.6347
C -4.0319 -0.3522 -2.1757
C -4.4590 0.0534 -0.8012
C -5.7978 -0.0260 -0.4383
C -6.2253 0.3276 0.8301
C -5.3169 0.8335 1.7466
C -3.9710 0.9397 1.4212
C -3.0183 1.6269 2.3598
C -3.5375 0.4781 0.1642
N -2.1717 0.5001 -0.1153
H -4.8539 -0.2230 -2.8821
H -3.7197 -1.3957 -2.1645
H -3.1761 0.2281 -2.5198
H -6.5106 -0.3858 -1.1710
H -7.2703 0.2287 1.0983
H -5.6519 1.1701 2.7214
H -3.4811 1.7827 3.3353
H -2.7309 2.5993 1.9521
H -2.0909 1.0737 2.4915

Atoms 1-3, force components in eV/Å:
-0.4 1.0 1.6
0.0 0.0 -0.1
0.0 0.0 -0.1

Computed properties:
net charge = -1
E = -71695.8199 eV
frontier orbital gap = 6.9 eV
HOMO = -5.5 eV
max |F| = 0.038 Eh/bohr
LUMO = 0.0500 Ha
ΔE to the lowest compared entry with this formula, charge and spin = 77.9 kcal/mol

=====

# 3
DFT (ωB97M-V/def2-TZVPD) results for a 2-piece molecular cluster, CHF3O overall.

Positions of all 6 atoms, in Å:
C 1.4400 -0.1711 -0.0536
O 0.1851 -0.4239 -0.3031
F 1.5088 1.6284 -0.1953
F 2.4279 -0.6381 -0.7185
F 1.7523 -0.4191 1.2237
H 0.1102 -0.3548 -1.2325

Atoms 1-3, force components in eV/Å:
0.5 3.7 3.8
1.1 -0.5 0.9
0.2 -4.4 0.1

Computed properties:
net charge = 0
E = -11251.9674 eV
frontier orbital gap = 12.8 eV
HOMO = -12.5 eV
max |F| = 0.103 Eh/bohr
LUMO = 0.0102 Ha
ΔE to the lowest compared entry with this formula, charge and spin = 36.8 kcal/mol

=====

# 4
DFT (ωB97M-V/def2-TZVPD) results for a 2-piece molecular cluster, C8H10NO4S overall.

Positions of all 24 atoms, in Å:
C -0.6303 -3.1251 1.6903
C 1.0855 -1.7487 -0.8362
C 2.2603 -1.3524 -0.0148
C 0.3579 1.9093 1.0815
C -0.6687 1.6040 0.0572
C 1.0605 -0.4457 -0.0728
C 0.4390 0.6967 0.1884
C -2.0523 1.2129 0.3572
N -0.9772 -1.9831 1.7266
O -0.8762 -2.1414 4.2077
O -0.2976 -4.2118 1.4825
O -0.7898 0.0510 3.1356
O -2.8665 -1.1745 3.2019
S -1.4219 -1.2424 3.2173
H 1.1882 -1.8874 -1.9516
H 0.3322 -2.4844 -0.4299
H 2.2840 -1.7009 0.9283
H 3.2148 -1.1059 -0.5178
H 1.0080 2.6726 0.8601
H -0.0702 1.6626 2.0896
H -0.5806 2.2385 -0.9049
H -2.6021 0.7046 -0.6114
H -2.6380 1.9865 0.8108
H -1.9632 0.5213 1.2757

Atoms 1-3, force components in eV/Å:
-0.2 0.0 -0.4
-2.2 -0.5 -0.7
-0.2 2.2 -1.6

Computed properties:
net charge = -1
E = -28971.5193 eV
frontier orbital gap = 9.2 eV
HOMO = -5.7 eV
max |F| = 0.079 Eh/bohr
LUMO = 0.1282 Ha
ΔE to the lowest compared entry with this formula, charge and spin = 66.9 kcal/mol